No. 1
{"formula": "C3H5ClS", "method": "ωB97M-V with the def2-TZVPD basis set", "spin_multiplicity": 1, "lumo_ev": [-1.377, -1.362], "energy_ev": -26545.5503, "de_lowest_ev": 3.421, "charge": 0, "species": ["C", "C", "C", "S", "Cl", "H", "H", "H", "H", "H"], "coordinates": [[-0.53849, 0.59238, -0.75878], [-0.76337, 0.42678, 0.69574], [0.60805, 0.43109, 0.18642], [1.78244, -2.00966, 0.14955], [2.03751, 1.25001, 0.45528], [-0.80193, -0.34043, -1.27137], [-0.73643, 1.63436, -1.20070], [-1.31238, 1.17772, 1.42084], [-1.17732, -0.59041, 0.93091], [0.90193, -2.57185, -0.60790]]}


No. 2
{"formula": "C3H5CoO3", "method": "ωB97M-V with the def2-TZVPD basis set", "spin_multiplicity": 5, "lumo_ev": [-10.629, -12.114], "energy_ev": -46931.9045, "de_lowest_ev": 5.880, "charge": 2, "species": ["H", "C", "C", "O", "C", "O", "H", "H", "H", "Co", "O", "H"], "coordinates": [[0.35314, -1.43977, -1.28829], [0.89145, -1.32634, 0.08532], [0.63626, -0.17748, -0.81222], [-0.57976, 0.39991, -0.62961], [-0.79164, 1.74206, -0.70748], [-1.38770, 1.94368, 0.43919], [1.71185, -1.99791, -0.22592], [1.45291, 0.53083, -0.98776], [-1.81730, 2.81353, 0.50066], [-1.62615, -0.11626, 1.28097], [-0.17339, -1.40118, 1.29474], [1.33033, -0.97106, 1.05039]]}


No. 3
{"formula": "C3H5EuO4", "method": "ωB97M-V with the def2-TZVPD basis set", "spin_multiplicity": 8, "lumo_ev": [-5.308, -5.167], "energy_ev": -30703.5749, "de_lowest_ev": 1.615, "charge": 1, "species": ["O", "C", "O", "O", "H", "C", "O", "C", "H", "H", "H", "H", "Eu"], "coordinates": [[2.70134, 0.62317, 0.44661], [1.89456, -0.26956, 0.66237], [0.70164, -0.34999, 0.20385], [2.22156, -1.33580, 1.43410], [3.18186, -1.42258, 1.46618], [-1.51971, 1.05995, -1.92536], [-2.05293, 0.73999, -0.84735], [-0.04968, 1.04085, -2.14266], [-2.08756, 1.72732, -2.60147], [-0.17732, -0.06128, -2.52992], [0.41345, 1.75267, -1.44235], [0.19112, 1.52599, -3.10085], [-1.48742, -0.30713, 1.29508]]}


No. 4
{"formula": "C3H5F", "method": "ωB97M-V with the def2-TZVPD basis set", "spin_multiplicity": 3, "lumo_ev": [0.945, -3.675], "energy_ev": -5901.0323, "de_lowest_ev": 2.624, "charge": 0, "species": ["C", "C", "C", "F", "H", "H", "H", "H", "H"], "coordinates": [[0.15610, 1.45092, 0.40561], [0.69090, 0.28231, 0.15009], [-0.38542, -1.25038, -0.36168], [-1.28690, -0.67101, -1.20799], [0.74607, 2.32555, 0.74760], [-0.92645, 1.55640, 0.55312], [1.67057, -0.24921, 0.23710], [-0.93496, -1.60602, 0.49047], [0.27010, -1.83856, -1.01433]]}


No. 5
{"formula": "C3H5F2NS", "method": "ωB97M-V with the def2-TZVPD basis set", "spin_multiplicity": 1, "lumo_ev": 0.529, "energy_ev": -20951.2965, "smiles": "CC(F)(F)C(N)=S", "de_lowest_ev": 0.799, "charge": 0, "species": ["C", "C", "F", "F", "C", "N", "S", "H", "H", "H", "H", "H"], "coordinates": [[1.05930, -0.35996, -1.38942], [0.58857, -0.45721, 0.05809], [0.52098, -1.74639, 0.50574], [1.28744, 0.28799, 0.92975], [-1.12180, 0.15980, 0.34771], [-1.22236, 0.77784, 1.52905], [-2.16433, 0.13744, -0.82389], [0.28495, -0.09176, -1.99183], [1.94386, 0.36089, -1.47097], [1.31025, -1.31430, -1.60908], [-0.69647, 0.65593, 2.35248], [-1.79042, 1.58972, 1.56237]]}


No. 6
{"formula": "C3H5F3O", "method": "ωB97M-V with the def2-TZVPD basis set", "spin_multiplicity": 1, "lumo_ev": 0.792, "energy_ev": -13390.6089, "smiles": "O=C(F)F.C=C.F", "de_lowest_ev": 0.376, "charge": 0, "species": ["O", "C", "F", "F", "C", "C", "H", "H", "H", "H", "F", "H"], "coordinates": [[3.21218, -0.82819, -0.92346], [3.57898, -0.12492, -0.08921], [3.24774, -0.03907, 1.20388], [4.65504, 0.61869, -0.20778], [-0.71637, 0.18057, 0.40526], [-0.08182, -0.90774, -0.09388], [-0.64070, 0.50613, 1.42749], [-1.40544, 0.83096, -0.34778], [0.71409, -1.44574, 0.40960], [-0.54884, -1.40612, -1.05536], [1.50996, 1.55167, -0.58028], [0.57415, 1.39130, -0.61654]]}


No. 7
{"formula": "C3H5F3O", "method": "ωB97M-V with the def2-TZVPD basis set", "spin_multiplicity": 1, "lumo_ev": 0.785, "energy_ev": -13390.7924, "smiles": "O=C(F)F.C=C.F", "de_lowest_ev": 0.192, "charge": 0, "species": ["O", "C", "F", "F", "C", "C", "H", "H", "H", "H", "F", "H"], "coordinates": [[-1.46519, -0.42104, -0.63096], [-0.85552, 0.54724, -0.35693], [-0.34353, 1.44217, -1.25410], [-0.58574, 0.96063, 0.84111], [2.01853, 0.73373, 0.09292], [1.59846, -0.50119, 0.26365], [2.48778, 1.04539, -0.77618], [1.78596, 1.50491, 0.88915], [1.76952, -1.21037, -0.56767], [1.06846, -0.94838, 1.01651], [-4.06353, -1.40293, 0.46854], [-3.41519, -1.75017, 0.01396]]}


No. 8
{"formula": "C3H5FN2", "method": "ωB97M-V with the def2-TZVPD basis set", "spin_multiplicity": 1, "lumo_ev": 0.677, "energy_ev": -8887.7183, "smiles": "C=N/N=C/CF", "de_lowest_ev": 1.427, "charge": 0, "species": ["C", "N", "N", "C", "C", "F", "H", "H", "H", "H", "H"], "coordinates": [[-2.73139, -0.89127, 0.03706], [-1.82616, -0.06884, 0.34683], [-0.56357, -0.47998, -0.16525], [0.36373, 0.26911, 0.24577], [1.77560, -0.03860, -0.12127], [2.48372, 1.14474, -0.28827], [-3.77148, -0.66450, 0.35773], [-2.55947, -1.78400, -0.52106], [0.15436, 1.15088, 0.89781], [2.26519, -0.61938, 0.68176], [1.83839, -0.57935, -1.06217]]}


No. 9
{"formula": "C3H5FN4", "method": "ωB97M-V with the def2-TZVPD basis set", "spin_multiplicity": 1, "lumo_ev": 0.652, "energy_ev": -11865.6541, "smiles": "Nc1cnn(F)c1N", "de_lowest_ev": 3.860, "charge": 0, "species": ["N", "C", "C", "N", "N", "F", "C", "N", "H", "H", "H", "H", "H"], "coordinates": [[-1.88724, -0.59828, -0.34717], [-0.55144, -0.54477, 0.03815], [0.50711, -1.68532, 0.15858], [1.67189, -1.13054, 0.25633], [1.62151, 0.13007, 0.39227], [2.74675, 0.74461, -0.07605], [0.09594, 0.59927, -0.05222], [-0.19900, 1.90031, 0.10156], [-2.28183, -1.51674, -0.31117], [-2.15914, 0.08877, -1.09605], [0.32069, -2.69211, 0.25813], [-0.42788, 2.28866, 1.03006], [0.54264, 2.41608, -0.35243]]}


No. 10
{"formula": "C3H5FO", "method": "ωB97M-V with the def2-TZVPD basis set", "spin_multiplicity": 1, "lumo_ev": -0.149, "energy_ev": -7952.5968, "de_lowest_ev": 3.912, "charge": 0, "species": ["C", "C", "C", "H", "H", "H", "H", "H", "O", "F"], "coordinates": [[0.03422, 0.49634, 0.86262], [0.33168, 0.18601, -0.46827], [0.48887, 0.85105, -1.67093], [-0.76949, -1.18750, 2.26230], [1.07586, 0.04374, 1.23690], [0.19476, 1.70352, 1.02865], [0.90317, 0.15696, -2.54617], [0.78350, 1.92285, -1.62895], [-1.07890, -0.18877, 1.44895], [0.14609, -1.14775, -0.47609]]}


No. 11
{"formula": "C3H5FO", "method": "ωB97M-V with the def2-TZVPD basis set", "spin_multiplicity": 1, "lumo_ev": 0.583, "energy_ev": -7954.5732, "smiles": "C[C@@H](F)C=O", "de_lowest_ev": 1.936, "charge": 0, "species": ["C", "C", "F", "C", "O", "H", "H", "H", "H", "H"], "coordinates": [[1.30857, -0.80708, -0.34448], [0.56490, 0.20001, 0.56252], [0.37246, 1.32916, -0.16999], [-0.91615, -0.49228, 0.48542], [-1.65804, -0.11335, -0.43893], [2.40069, -0.64545, -0.66735], [0.44850, -0.96468, -1.28224], [1.48882, -1.93241, 0.12595], [0.77498, 0.57371, 1.57122], [-0.94474, -1.49069, 1.07307]]}


No. 12
{"formula": "C3H5FO2", "method": "ωB97M-V with the def2-TZVPD basis set", "spin_multiplicity": 3, "lumo_ev": [0.850, -2.854], "energy_ev": -9996.0018, "de_lowest_ev": 2.244, "charge": 0, "species": ["C", "C", "C", "O", "O", "F", "H", "H", "H", "H", "H"], "coordinates": [[-0.44352, 1.03864, -0.43016], [0.27475, 0.63257, 0.81418], [-1.52877, 0.14526, -0.95128], [-0.11696, 1.93940, -1.11188], [-2.37616, -0.93511, 0.79040], [-3.68452, -0.68693, 0.69150], [1.01976, -0.20063, 0.52574], [0.88347, 1.56891, 1.21320], [-0.30162, 0.17272, 1.61017], [-1.22854, -0.59945, -1.75078], [-2.58252, 0.40834, -1.04168]]}


No. 13
{"formula": "C3H5FOS", "method": "ωB97M-V with the def2-TZVPD basis set", "spin_multiplicity": 1, "lumo_ev": [-1.052, -1.053], "energy_ev": -18788.4597, "de_lowest_ev": 3.442, "charge": 0, "species": ["C", "C", "C", "O", "F", "S", "H", "H", "H", "H", "H"], "coordinates": [[-1.09400, 1.76890, 1.33083], [-0.41126, 0.79988, 0.76805], [1.12749, -1.10407, -1.13722], [0.48676, -2.29637, -1.34112], [-1.05593, -0.32644, 0.29721], [1.26696, 0.80100, 0.55518], [-0.72487, 2.73031, 1.66478], [-2.06246, 1.40049, 1.71073], [-0.53337, -2.07806, -1.11434], [2.13476, -1.30895, -0.90585], [0.86591, -0.38668, -1.82824]]}


No. 14
{"formula": "C3H5FS", "method": "ωB97M-V with the def2-TZVPD basis set", "spin_multiplicity": 1, "lumo_ev": -0.297, "energy_ev": -16741.6669, "smiles": "FCCC=S", "de_lowest_ev": 2.506, "charge": 0, "species": ["F", "C", "C", "C", "S", "H", "H", "H", "H", "H"], "coordinates": [[-2.33764, -0.58031, -0.13559], [-1.51412, 0.48294, 0.46182], [-0.34389, 0.53773, -0.51102], [0.54732, -0.46995, -0.03007], [2.03938, -0.04123, 0.06088], [-2.27706, 1.49532, 0.43710], [-1.05157, 0.53673, 1.58265], [0.35138, 1.48816, -0.30031], [-0.75815, 0.48168, -1.53177], [0.00833, -1.42375, 0.53414]]}


No. 15
{"formula": "C3H5FeO4", "method": "ωB97M-V with the def2-TZVPD basis set", "spin_multiplicity": 6, "lumo_ev": [0.127, -4.761], "energy_ev": -45766.6594, "de_lowest_ev": 0.349, "charge": 0, "species": ["C", "C", "O", "Fe", "H", "H", "H", "H", "H", "O", "C", "O", "O"], "coordinates": [[-1.21535, 1.63964, -1.12920], [-1.61609, 0.86240, 0.09711], [-0.92549, -0.24681, 0.39538], [0.77727, -1.13386, 0.21232], [-1.90032, 2.48591, -1.26527], [-0.19186, 2.02425, -1.02478], [-1.26122, 0.99829, -2.01995], [-2.70294, 0.60120, 0.14604], [-1.56805, 1.48953, 1.05351], [2.51362, -0.90395, 1.00410], [2.69956, -2.20702, 0.89335], [1.63363, -2.83619, 0.44253], [3.75724, -2.77338, 1.19485]]}


No. 16
{"formula": "C3H5HgO3", "method": "ωB97M-V with the def2-TZVPD basis set", "spin_multiplicity": 1, "lumo_ev": -4.728, "energy_ev": -13496.5984, "de_lowest_ev": 1.727, "charge": 1, "species": ["H", "C", "C", "O", "C", "O", "H", "H", "H", "Hg", "O", "H"], "coordinates": [[1.60031, -0.97968, 2.28757], [-1.14459, -1.68200, -0.16346], [-1.34464, -0.37229, -0.20767], [-0.22889, 0.46650, -0.37745], [-0.31481, 1.58764, -1.07298], [0.88125, 2.11973, -0.84526], [-1.98136, -2.32131, 0.11487], [-2.29291, 0.15885, -0.16416], [1.06314, 2.91529, -1.36615], [1.73094, 0.69385, 0.46354], [2.21564, -0.45352, 1.74780], [-0.18408, -2.13307, -0.41666]]}


No. 17
{"formula": "C3H5I", "method": "ωB97M-V with the def2-TZVPD basis set", "spin_multiplicity": 3, "lumo_ev": [0.457, -2.296], "energy_ev": -11285.8885, "de_lowest_ev": 1.984, "charge": 0, "species": ["C", "C", "C", "I", "H", "H", "H", "H", "H"], "coordinates": [[-0.06342, 1.33372, -0.63092], [0.55726, 0.28892, -0.04140], [-0.53829, -1.24781, 0.40446], [2.52851, -0.16377, 0.40587], [0.58192, 2.18499, -0.65322], [-1.09086, 1.70500, -0.74540], [-0.93250, -0.96437, 1.34875], [-1.21015, -1.11967, -0.40229], [0.16753, -2.01701, 0.31415]]}


No. 18
{"formula": "C3H5IN2", "method": "ωB97M-V with the def2-TZVPD basis set", "spin_multiplicity": 1, "lumo_ev": 0.179, "energy_ev": -14270.0328, "smiles": "IN1CC=NC1", "de_lowest_ev": 1.573, "charge": 0, "species": ["I", "N", "C", "C", "N", "C", "H", "H", "H", "H", "H"], "coordinates": [[1.00973, -2.74228, 1.09641], [0.79701, -0.88883, 0.35322], [-0.51640, -0.72649, -0.77156], [-0.97252, 0.64264, -0.22364], [-0.51977, 0.95768, 0.88903], [0.55492, 0.20875, 1.39076], [-1.04793, -1.67641, -0.73590], [-0.23172, -0.75001, -1.84453], [-1.73714, 1.24040, -0.73964], [1.53879, 0.67889, 1.44594], [0.25451, -0.07877, 2.48877]]}


No. 19
{"formula": "C3H5IN2O", "method": "ωB97M-V with the def2-TZVPD basis set", "spin_multiplicity": 1, "lumo_ev": 0.473, "energy_ev": -16317.8817, "de_lowest_ev": 1.347, "charge": 0, "species": ["C", "C", "C", "N", "N", "O", "I", "H", "H", "H", "H", "H"], "coordinates": [[-1.81349, 0.87700, -0.08620], [-0.34684, -0.65347, -0.03524], [1.96023, -0.84248, -0.00235], [-1.39686, 2.01218, -0.30863], [0.78587, -0.09159, 0.10750], [-0.79412, -1.73230, -0.20351], [-3.80635, 0.14779, 0.22621], [1.89628, -1.50123, 0.93861], [1.96749, -1.65501, -0.82372], [2.76457, -0.09305, 0.10816], [-2.14754, 2.67191, -0.48336], [0.93076, 0.86025, 0.56253]]}


No. 20
{"formula": "C3H5IN2Si", "method": "ωB97M-V with the def2-TZVPD basis set", "spin_multiplicity": 1, "lumo_ev": 0.117, "energy_ev": -22148.0119, "de_lowest_ev": 2.586, "charge": 0, "species": ["C", "C", "C", "N", "N", "Si", "I", "H", "H", "H", "H", "H"], "coordinates": [[-1.43312, -0.82683, 0.61393], [-1.78871, -0.45249, -0.67507], [0.83456, -0.54472, 0.29453], [-0.18820, -0.72109, 0.90388], [-0.84427, -0.11967, -1.40885], [1.85296, 0.89028, 0.60123], [4.03393, 0.21499, -0.23763], [-2.09713, -1.26370, 1.31330], [-2.87899, -0.44481, -0.86091], [-0.98977, 0.07277, -2.35428], [1.88037, 1.15697, 1.96545], [1.61836, 2.03832, -0.15558]]}